Density functional theory data (ωB97M-V with the def2-TZVPD basis set) for 2 unconnected molecules or ions with the total composition C26H47Si4 at a distorted geometry.

Computed properties:
Kohn-Sham gap, eV: 5.0
Total energy, eV: -59229.629

Geometry as ORCA input:
```
! RIJCOSX wB97M-V def2-TZVPD def2/J DEFGRID3
* xyz 1 1
Si 2.816 -1.540 -0.700
Si 0.287 -0.672 1.017
Si 0.737 -1.537 4.123
Si -2.836 -1.521 0.310
C -1.234 2.463 -2.976
C 3.849 2.791 -3.233
C 3.666 0.107 -0.318
C 3.679 3.559 -2.077
C -1.213 -1.885 1.117
C -3.333 3.433 -1.448
C -2.531 2.598 -3.510
C -0.990 2.782 -1.587
C 0.678 -3.465 3.796
C 2.822 1.943 -3.639
C -4.254 -1.670 1.599
C 1.753 -1.949 0.756
C -3.605 3.018 -2.750
C 1.467 2.582 -1.709
C 2.380 -1.364 5.023
C -0.503 -1.368 5.531
C 1.686 1.771 -2.833
C -2.053 3.355 -0.873
C -3.221 -2.918 -0.930
C 0.250 2.357 -0.822
C 4.239 -2.800 -0.853
C -2.793 0.182 -0.465
C -5.012 3.014 -3.329
C 1.702 -1.524 -2.223
C 2.501 3.485 -1.339
C 0.518 -0.185 2.879
H -0.436 -2.212 6.225
H -4.129 3.879 -0.863
H -1.930 3.744 0.144
H 2.886 1.402 -4.589
H -1.545 -1.309 5.217
H 1.382 0.515 2.968
H -2.542 0.944 0.301
H 3.246 -1.357 4.363
H -0.871 -2.885 0.806
H -5.088 2.334 -4.208
H -5.393 3.940 -3.803
H -2.317 -3.237 -1.462
H -5.212 -1.273 1.237
H -3.746 0.506 -0.945
H -0.320 -0.455 6.097
H -0.260 -3.825 3.332
H 4.936 -2.542 -1.661
H -0.373 0.420 3.156
H 4.473 4.194 -1.716
H 1.376 -2.967 0.696
H 2.195 -1.067 -3.086
H 3.886 -3.816 -1.068
H 0.346 2.933 0.085
H 0.093 1.288 -0.482
H 1.393 -2.539 -2.513
H 2.442 -2.016 1.598
H 0.937 0.981 -3.085
H -5.825 2.807 -2.601
H -1.443 -2.092 2.165
H 0.789 -0.952 -2.020
H 2.930 0.878 -0.084
H -2.002 0.223 -1.245
H 2.431 -0.427 5.575
H 2.542 -2.184 5.732
H 2.409 4.114 -0.426
H -4.030 -1.115 2.517
H 1.468 -3.840 3.119
H 4.841 -2.849 0.065
H 4.793 2.860 -3.725
H 4.257 0.455 -1.164
H -2.717 2.438 -4.577
H -3.630 -3.799 -0.413
H -4.421 -2.721 1.883
H 0.801 -3.945 4.781
H -3.946 -2.630 -1.700
H -0.481 2.169 -3.691
H 4.353 -0.011 0.530
*
```

---

Density functional theory data (ωB97M-V with the def2-TZVPD basis set) for a molecular structure, C26H48BClNPSc at a distorted geometry.

Computed properties:
Kohn-Sham gap, eV: 5.5
Total energy, eV: -72419.527

Geometry as ORCA input:
```
! RIJCOSX wB97M-V def2-TZVPD def2/J DEFGRID3
* xyz -1 1
Sc -0.549 0.662 3.183
Cl -2.647 0.656 1.922
P -0.202 0.362 -0.484
N 1.523 0.946 2.340
C 0.238 -2.036 3.038
C -0.357 -3.398 2.764
C 2.469 1.227 3.011
C 0.582 3.022 -0.133
C 1.193 -0.571 -1.356
C -3.138 -2.460 -1.600
C 3.700 -0.880 -1.374
C 2.544 0.042 -0.958
C 1.125 -0.817 -2.866
C -1.672 -3.701 3.502
C -1.718 -1.357 4.419
C -0.609 2.163 4.466
C -1.989 -2.834 4.747
C -1.779 -1.883 -1.177
C 0.519 4.507 -0.530
C -0.153 2.129 -1.147
C 3.651 -1.254 -2.861
C -0.277 -1.323 3.985
C -2.175 0.160 -2.644
C -1.774 -0.350 -1.259
C -3.613 -1.937 -2.960
C 0.922 4.770 -1.985
C -3.532 -0.411 -3.075
C 0.246 3.813 -2.972
C 2.269 -1.738 -3.315
C 0.397 2.345 -2.557
B 3.632 1.560 3.955
H 2.087 -2.742 -2.908
H 2.672 1.017 -1.455
H 0.368 -4.190 2.993
H 1.159 5.087 0.144
H 0.211 -0.408 4.542
H -1.686 -4.757 3.792
H 4.391 -2.035 -3.066
H -1.415 -0.130 -3.385
H 0.667 3.949 -3.975
H 3.523 0.840 4.919
H 1.110 -1.559 -0.864
H -3.880 -2.198 -0.833
H -0.825 4.050 -3.035
H 0.256 2.034 5.169
H -1.222 2.411 -1.137
H -1.456 1.841 5.141
H 1.632 2.698 -0.047
H -2.230 1.257 -2.657
H 2.566 0.235 0.125
H 4.652 -0.391 -1.144
H 1.462 2.075 -2.584
H 2.247 -1.829 -4.408
H 1.018 -1.722 2.290
H 0.167 -1.267 -3.155
H -2.478 -1.006 3.698
H -0.509 4.861 -0.378
H -0.119 1.712 -3.292
H 3.649 -1.796 -0.771
H -1.895 -0.720 5.283
H 4.676 1.338 3.353
H -2.998 -3.027 5.145
H -3.739 -0.104 -4.107
H 0.142 2.888 0.868
H -2.510 -3.566 2.811
H -4.310 0.041 -2.444
H 3.551 2.739 4.268
H -4.647 -2.257 -3.132
H -0.995 -2.297 -1.829
H -2.513 0.021 -0.525
H 2.012 4.674 -2.080
H 1.205 0.135 -3.407
H -1.302 -3.108 5.556
H -3.009 -2.393 -3.755
H -0.509 -3.479 1.686
H 3.942 -0.382 -3.462
H -1.547 -2.202 -0.149
H -3.074 -3.554 -1.626
H 0.674 5.804 -2.253
*
```

---

Density functional theory data (ωB97M-V with the def2-TZVPD basis set) for a molecular structure, C26H48BGeIrN6S3Se.

Computed properties:
Kohn-Sham gap (alpha / beta), eV: 7.0 / 6.2
Expectation value of S²: 0.754
Total energy, eV: -194544.318

Geometry as ORCA input:
```
! RIJCOSX wB97M-V def2-TZVPD def2/J DEFGRID3
* xyz 3 2
Ir 0.080 0.407 0.283
Se 0.088 -3.660 -4.007
Ge -0.781 -6.424 -5.642
S -1.417 -0.406 1.610
S 2.140 0.228 0.903
S -0.471 2.194 -0.802
N -1.062 -0.543 4.338
N 1.628 2.677 2.104
N -0.187 1.269 3.448
N 3.711 2.432 1.443
N -2.269 4.011 0.197
N -0.961 3.174 1.756
C 0.723 -5.273 -4.654
C 6.104 2.352 1.989
C 0.306 -7.912 -6.227
C -0.727 -2.943 4.698
C -2.069 -6.814 -4.251
C -0.911 0.162 3.201
C 5.319 2.695 -0.387
C 3.567 3.721 1.905
C 2.294 3.868 2.317
C -2.678 4.531 1.404
C -0.370 0.118 5.328
C -3.573 3.112 -1.709
C -1.464 -5.307 -7.070
C 0.157 1.231 4.785
C -2.906 4.361 -1.138
C 0.436 -2.518 -5.524
C -2.481 -1.677 5.996
C -1.874 4.019 2.358
C 5.129 0.461 0.724
C -3.969 5.429 -0.900
C 5.070 1.967 0.930
C -1.832 4.934 -2.059
C -1.787 -1.848 4.644
C -1.237 3.182 0.440
C -2.850 -2.171 3.602
C 2.513 1.827 1.551
B 0.168 2.597 2.684
H 4.559 2.437 -1.126
H -1.065 4.209 -2.326
H 1.505 -2.521 -5.728
H -1.855 4.206 3.416
H 0.724 2.021 5.244
H -2.179 -5.897 -7.646
H -2.429 -2.517 2.661
H -3.549 6.341 -0.476
H -2.306 5.256 -2.986
H -4.398 5.688 -1.867
H 6.292 2.401 -0.779
H -2.618 -5.921 -3.954
H 4.539 0.129 -0.127
H 0.731 -8.449 -5.381
H -3.524 -1.330 3.426
H -4.123 3.390 -2.607
H 1.808 4.712 2.772
H 0.093 -1.520 -5.269
H -3.487 5.230 1.491
H -4.785 5.069 -0.272
H -0.115 -2.902 -6.379
H -4.285 2.695 -0.995
H -0.674 -4.995 -7.753
H 1.509 -5.148 -5.396
H -3.066 -2.574 6.192
H -1.995 -4.434 -6.690
H 7.076 1.978 1.670
H 1.008 -5.921 -3.827
H -0.329 -8.601 -6.786
H -0.325 -0.241 6.339
H -3.162 -0.825 5.989
H -2.856 2.342 -1.987
H 0.020 -2.738 5.465
H 1.109 -7.580 -6.884
H -1.785 -1.573 6.826
H 6.166 0.207 0.508
H 0.202 3.398 3.569
H -3.451 -2.990 3.994
H 5.328 3.777 -0.256
H -1.588 -7.252 -3.377
H -2.788 -7.539 -4.636
H 4.381 4.421 1.920
H -1.356 5.803 -1.605
H 6.205 3.427 2.116
H -0.225 -3.049 3.735
H 5.868 1.900 2.953
H -1.204 -3.892 4.941
H 4.845 -0.092 1.621
*
```